Entry 1:
37
Properties=species:S:1:pos:R:3:forces:R:3 method="wB97M-V/def2-TZVPD" e_tot_ha=-4211.00588 orbital_gap_ha="0.2509 / 0.2905" s2=2.0173 largest_force_ha_per_bohr=0.0923 total_charge=+1 spin_multiplicity=3 e_above_lowest_kj_mol=55.7
C 1.809730 1.816631 -3.701910 -0.31 -0.05 0.00
N -1.573647 -1.725849 2.995918 0.25 0.24 -0.40
H 1.419714 -1.333312 2.354075 0.02 0.02 -0.04
O 0.683509 0.105785 -2.024603 0.63 0.04 -0.82
S -0.260022 2.462989 -0.185355 0.74 0.92 0.35
F 2.416125 2.979885 -3.722705 0.02 0.01 0.03
F 0.949068 -2.194520 -0.582920 0.26 0.01 -0.15
C 0.805014 -4.547826 -0.790666 0.14 0.08 0.02
F -3.122810 -4.172909 -1.902908 -0.03 -0.06 -0.03
N -0.331864 -1.784406 3.434439 -0.04 -0.08 0.27
C 0.346054 -1.404137 2.375507 -0.12 -0.10 -0.25
V -0.175145 -0.320996 -0.386131 0.12 -4.49 -1.55
N -2.603946 -2.112119 3.760345 -0.30 -0.62 0.11
F 2.550126 0.887517 -4.268462 0.01 -0.02 0.01
C -1.271593 -5.539323 -1.467963 0.08 0.06 -0.01
F 1.462135 3.019837 1.805011 0.19 0.11 -0.26
F 0.624146 1.888366 -4.280842 0.12 0.04 -0.02
C 0.733913 2.048252 1.352111 -0.48 -0.03 0.25
H -2.396932 -2.131783 4.744143 0.06 0.18 0.07
O -1.074675 1.208898 -0.264405 -1.74 2.64 0.25
C 0.058974 -5.676938 -1.091797 -0.11 0.10 0.01
N -0.477638 -1.148956 1.338894 0.22 -0.65 2.57
S 1.550622 1.303782 -1.934018 0.81 1.16 -0.35
C -1.848690 -4.281364 -1.551322 0.14 0.11 0.09
F -0.140659 1.665423 2.284436 0.24 0.02 -0.12
C -1.121750 -3.129073 -1.261165 0.26 -0.10 0.08
O 2.800059 1.086247 -1.299717 0.19 0.01 -0.16
O -0.967377 3.643353 0.097486 -0.15 0.14 -0.14
F 0.607714 -6.875550 -1.007157 0.02 -0.04 0.00
N -1.719770 -1.361322 1.766285 -0.20 -0.05 0.36
N 0.729778 2.538962 -1.370162 0.05 -0.07 0.09
S -1.846814 -1.537680 -1.378849 -0.07 0.38 -0.10
F 2.073906 -4.649445 -0.411674 -0.02 -0.02 -0.01
F -1.984445 -6.616608 -1.743935 -0.04 -0.05 -0.01
H -3.511627 -1.823156 3.437495 0.01 0.22 -0.06
C 0.199888 -3.313839 -0.890378 -0.41 -0.26 -0.06
F 1.532914 0.968320 1.057646 -0.52 0.18 -0.02


Entry 2:
58
Properties=species:S:1:pos:R:3:forces:R:3 method="wB97M-V/def2-TZVPD" e_tot_ha=-2921.32852 orbital_gap_ha="0.1833 / 0.1725" s2=3.7746 largest_force_ha_per_bohr=0.0252 total_charge=+2 spin_multiplicity=4 e_above_lowest_kj_mol=7.0
O -2.440191 0.241630 -4.260368 -0.11 -0.02 0.11
C 0.735880 -0.481954 0.979850 -0.07 -0.03 -0.13
C -3.113433 6.415470 1.697467 -0.40 0.02 -0.07
O -0.986687 2.062299 0.520739 0.07 0.06 -0.21
C 2.421580 1.560077 -4.404639 0.05 0.01 -0.13
C 1.894259 1.540445 -3.128541 0.20 0.11 0.34
C 1.492225 -5.669100 3.202919 0.09 0.16 0.26
H -3.315154 0.098567 -3.850833 -0.01 -0.01 -0.06
C -2.645015 6.569572 0.406970 0.04 -0.07 -0.08
C -2.009885 5.493423 -0.184974 -0.02 0.08 0.01
H 2.213033 -5.948271 5.240906 0.00 0.02 -0.01
H -3.376478 5.202388 3.434115 0.00 0.00 -0.01
Cr -0.128861 1.340540 -1.086825 -0.43 0.33 0.79
N -3.800188 7.573052 2.335979 1.15 0.41 0.43
N 0.277247 -0.472807 -0.287015 0.05 -0.17 -0.06
C 0.274256 -2.859868 -0.273635 0.00 -0.11 0.02
C 1.008099 -7.658082 1.898351 -0.02 -0.02 -0.06
C 1.824440 -7.775272 4.185696 -0.03 -0.20 -0.06
C 0.966496 -4.157171 1.691746 0.00 0.19 0.07
H 1.363553 -9.474838 2.941261 0.01 0.01 0.01
O -0.760226 3.202598 -1.305752 0.02 -0.10 0.15
O -3.828297 8.603947 1.703458 -0.40 -0.10 -0.22
C 1.061231 -6.262292 2.013101 -0.12 0.01 -0.31
C -2.346329 4.178855 1.833514 -0.01 0.03 0.07
O -1.750058 0.656364 -2.165607 -0.02 -0.02 -0.13
N 1.423000 -4.312758 2.976374 0.00 -0.06 -0.06
H -2.223523 3.248104 2.369615 0.01 0.00 -0.02
C 1.884181 -6.412340 4.321211 -0.04 0.15 -0.11
H -0.322131 -1.634113 -1.905955 0.00 0.03 0.00
C 2.515944 1.953367 -1.802841 -0.19 -0.10 -0.19
N 0.640120 1.165144 -2.924362 0.05 -0.05 -0.10
H 0.083596 -3.796117 -0.779016 0.00 0.01 0.01
C 0.747419 -2.876344 1.045713 0.01 -0.08 0.04
H 1.664863 -3.594041 3.634834 0.00 -0.01 0.01
H 1.975503 1.198894 -6.473418 0.00 0.00 0.01
O 1.801336 1.924729 -0.800168 0.04 0.01 -0.19
H 1.336624 -1.577316 2.682210 0.00 0.00 -0.01
C -1.552248 0.562488 -3.378068 0.36 0.05 -0.17
H 0.676123 -8.122900 0.980047 0.00 0.01 0.01
H 4.252308 2.327835 -2.523620 0.00 0.00 0.00
H -0.406261 0.565795 -6.035514 0.03 0.00 -0.01
C 1.590742 1.189768 -5.462232 0.00 -0.01 0.01
O -4.121314 7.443148 3.494547 -0.42 -0.18 -0.09
C 1.390997 -8.394836 2.988204 0.04 0.00 0.11
C -1.194048 3.176068 -0.091450 0.12 -0.14 -0.18
C 0.977243 -1.647233 1.665415 0.03 0.02 0.08
H 0.895913 0.480473 1.448450 -0.01 0.02 -0.02
C 0.052504 -1.662759 -0.891172 0.05 0.19 0.04
O 3.746878 2.334770 -1.697001 0.06 0.01 -0.01
C 0.264842 0.830610 -5.229739 0.04 0.01 -0.09
H -2.781713 7.510055 -0.105246 -0.01 0.00 0.01
H 3.442336 1.863315 -4.599706 -0.01 -0.01 -0.03
C -1.863923 4.306765 0.531827 0.02 -0.05 -0.01
C -0.170398 0.839762 -3.919282 -0.32 -0.07 0.10
N 0.736519 -5.292225 1.086680 0.09 -0.23 0.14
H -1.627892 5.569830 -1.193218 0.00 -0.01 0.00
H 2.117005 -8.399284 5.019583 -0.01 -0.01 -0.02
C -2.984039 5.251776 2.429416 0.02 -0.11 -0.02


Entry 3:
45
Properties=species:S:1:pos:R:3:forces:R:3 method="wB97M-V/def2-TZVPD" e_tot_ha=-1891.11321 orbital_gap_ha=0.3392 largest_force_ha_per_bohr=0.0191 smiles="COc1ccc(Cl)cc1S(=O)(=O)N1CCC(C(=O)NC2CC2)CC1" e_above_lowest_kj_mol=146.7
C 3.355393 1.946983 0.842560 -0.27 -0.16 0.17
H -4.719906 1.224903 -1.625037 -0.06 0.05 0.12
C 2.790201 0.674200 0.922261 0.07 0.23 -0.03
C -1.529928 -1.213871 -1.070440 0.00 0.32 -0.09
H 4.867392 -0.962211 -1.187238 0.11 -0.03 -0.11
C 3.368548 -0.352132 0.174024 -0.40 -0.63 0.15
H -2.017500 -1.783631 0.973606 -0.03 0.03 0.05
O 1.708845 0.345881 1.658617 0.09 0.06 0.02
O 3.387700 -2.819474 -0.665373 -0.07 0.23 -0.16
C 4.454958 2.176858 0.033381 0.11 -0.23 -0.15
H 1.909968 1.682185 3.238216 -0.01 -0.02 -0.04
H 4.884702 3.164779 -0.020855 0.05 0.08 -0.02
O 2.670606 -2.428456 1.658787 -0.18 0.15 0.05
Cl 6.372050 1.438559 -1.714478 0.24 0.04 -0.18
O -3.033870 -0.123739 -2.578832 -0.04 0.02 -0.36
C 0.884107 -1.630857 -1.611890 0.02 0.30 -0.50
H 2.946746 2.769956 1.406596 -0.08 0.04 0.06
H 0.375489 0.799501 3.078755 0.03 0.07 -0.02
N 1.126890 -1.742769 -0.195527 0.91 -0.28 0.24
S 2.686215 -2.009631 0.290196 -0.13 0.21 -0.16
N -3.381193 0.243700 -0.386933 -0.09 0.09 0.48
H -0.045066 0.300170 -1.466605 0.03 0.08 -0.01
H 0.359601 -2.336160 1.597344 -0.21 -0.10 0.00
H 0.677332 -2.617335 -2.051243 0.07 0.06 0.00
C 5.006040 1.143344 -0.707231 -0.28 -0.04 0.23
H -4.098041 2.322941 1.219154 0.10 -0.06 0.07
C 0.026392 -2.277703 0.561403 -0.20 -0.02 0.63
H -5.586786 0.298775 1.214654 0.09 -0.07 0.07
H -0.920220 -0.380362 0.828630 -0.03 0.07 0.08
H -5.167723 3.128559 0.005653 -0.05 0.07 -0.07
H 1.790584 -1.234448 -2.070776 -0.11 -0.02 -0.20
H -0.233938 -3.289057 0.213280 0.02 0.06 0.06
H -3.109035 0.047443 0.561823 0.12 -0.08 -0.12
H -0.538892 -0.624549 -2.894232 0.01 0.02 0.03
C 4.460807 -0.130463 -0.634254 0.11 0.08 -0.06
H 0.734879 2.155716 1.977158 0.03 -0.04 0.02
H -6.671671 1.083355 0.001289 -0.08 0.03 -0.07
C -4.778954 2.199191 0.390220 0.05 0.13 -0.08
C 1.163296 1.312810 2.529954 -0.08 0.16 0.11
C -4.522887 1.080323 -0.571443 -0.14 0.11 -0.11
H -1.778294 -2.204925 -1.470342 -0.04 0.04 0.01
C -1.184750 -1.353998 0.412295 0.15 -0.31 -0.22
C -0.301694 -0.696067 -1.832989 0.01 -0.32 -0.06
C -2.718693 -0.316698 -1.422170 0.26 -0.32 0.23
C -5.669718 0.988420 0.388011 -0.11 -0.10 -0.07


Entry 4:
18
Properties=species:S:1:pos:R:3:forces:R:3 method="wB97M-V/def2-TZVPD" e_tot_ha=-235.60759 orbital_gap_ha=0.2810 largest_force_ha_per_bohr=0.0464 e_above_lowest_kj_mol=553.0
C -0.173183 -0.160554 -1.818701 -2.24 -0.13 -0.80
H 1.146823 1.344801 1.549567 -0.21 0.18 0.03
H 1.818105 -1.090587 -0.140366 0.19 -0.33 0.17
H 0.004730 -0.706150 -2.730396 1.38 0.13 0.36
C -0.175796 -0.970387 0.578733 -0.28 -0.01 0.13
H -0.685697 -0.763101 1.519845 -0.16 -0.05 0.05
C 1.327472 -0.685509 0.743622 -0.46 0.98 -0.88
H -1.635534 1.823965 -0.715240 0.23 0.46 -0.07
H -1.160093 -0.927045 -1.502554 -0.36 0.29 0.47
H -2.034774 0.973242 0.826399 0.02 0.14 0.01
H 1.287412 1.221835 -0.239542 -0.06 0.28 0.18
H -0.328252 -2.019332 0.316968 0.07 -0.08 0.24
C -1.854376 0.885681 -0.243407 -0.22 -0.87 0.05
C -0.781849 -0.144881 -0.576898 1.82 -0.22 -0.41
H -2.760524 0.506758 -0.720953 -0.17 0.19 0.16
C 1.620730 0.828044 0.720910 0.12 -0.61 -0.01
H 1.696181 -1.136738 1.649269 0.19 -0.32 0.26
H 2.688620 1.019959 0.782743 0.14 -0.03 0.06


Entry 5:
38
Properties=species:S:1:pos:R:3:forces:R:3 method="wB97M-V/def2-TZVPD" e_tot_ha=-2543.21048 orbital_gap_ha=0.2736 largest_force_ha_per_bohr=0.0705 total_charge=-1 e_above_lowest_kj_mol=118.2
C 2.547690 -2.745640 0.310710 0.16 0.51 0.36
H 4.551640 2.749076 -2.757265 -0.04 -0.01 0.01
C 1.952981 -1.442031 0.001566 -1.94 -0.89 -1.53
H 2.426435 3.274713 -0.673279 -0.01 0.01 0.00
C 2.877877 1.596912 -1.958809 0.46 0.43 -0.06
C 2.590337 -0.563928 -0.976227 3.38 0.22 1.30
H 2.095190 -3.353511 1.083988 -0.05 0.01 -0.02
C -5.378318 -0.095858 2.166166 0.00 0.00 -0.01
Au -0.774858 -0.124499 -0.751950 -0.38 0.08 -0.16
H 4.138211 -4.068685 -0.130145 -0.01 -0.01 -0.05
H 1.221705 -1.009547 0.665469 0.72 0.25 0.65
H 2.880061 0.146432 -3.588229 0.00 0.01 0.00
H -6.948451 -1.393228 1.494063 0.00 0.00 0.00
C 2.110044 2.885547 -1.642696 -0.05 -0.03 0.06
H -6.066466 -1.490882 -0.832146 0.00 0.00 0.00
C -4.224074 0.581925 1.808530 -0.01 -0.01 0.00
Cl -3.896440 -0.329101 -2.064793 -0.04 0.01 0.03
H 2.620197 1.825045 -4.087417 -0.02 0.03 0.02
S 0.714032 -1.733517 -1.494943 -0.65 -0.67 0.23
H 2.282666 3.648180 -2.407823 0.00 -0.02 -0.01
C -5.560532 -0.913985 -0.070415 -0.02 -0.01 0.02
Cl -3.445247 1.507237 3.060866 0.00 0.00 0.00
C 4.372637 1.943161 -2.039320 0.02 -0.16 0.08
H 5.066372 -2.586916 -1.914107 -0.04 -0.02 -0.06
S -2.236716 1.468950 0.111920 0.04 0.01 -0.05
N 2.616261 0.700261 -0.830425 -1.31 0.35 -0.43
C -3.675958 0.546189 0.515539 -0.02 -0.02 -0.03
C 3.644904 -3.128606 -0.340962 0.21 -0.12 0.03
H 4.723898 2.265886 -1.056465 0.03 0.02 -0.01
H 1.039901 2.676020 -1.587328 0.00 0.00 0.02
C 4.165400 -2.264385 -1.390834 -0.28 -0.07 -0.09
C -4.410958 -0.220741 -0.407710 0.06 0.02 -0.01
N 3.636042 -1.170484 -1.776425 -0.17 0.17 -0.33
C -6.049536 -0.854860 1.223794 0.01 0.01 0.00
C 2.394721 1.081625 -3.317516 -0.08 -0.07 0.01
H 1.314406 0.922428 -3.301000 0.02 -0.04 0.02
H -5.735121 -0.024626 3.184375 0.00 0.00 0.00
H 4.946969 1.066742 -2.340858 0.00 0.00 0.01


Entry 6:
14
Properties=species:S:1:pos:R:3:forces:R:3 method="wB97M-V/def2-TZVPD" e_tot_ha=-361.86374 orbital_gap_ha=0.3914 largest_force_ha_per_bohr=0.0106 smiles="C[C@@H](C=O)C(N)=O" e_above_lowest_kj_mol=44.9
H -2.871099 0.260656 0.906919 0.11 0.03 -0.03
N -1.952065 0.598923 0.665783 -0.05 -0.03 0.04
O 1.816319 -0.444127 -1.947011 -0.50 0.15 0.15
H -0.098847 0.007489 -2.379998 0.08 -0.03 0.05
H 0.336401 1.361585 -0.137219 -0.02 -0.15 -0.05
O -1.415256 -1.379339 -0.302309 0.07 0.35 0.11
C 1.297094 -0.337258 0.809108 0.03 -0.05 0.10
H 1.081852 0.015420 1.822295 0.04 -0.04 -0.13
C 0.316554 0.262098 -0.198472 0.06 -0.04 0.01
C 0.707465 -0.097136 -1.626832 0.36 -0.06 -0.16
H 2.320249 -0.064651 0.541426 -0.15 -0.03 0.05
C -1.094100 -0.256766 0.046154 -0.05 -0.11 -0.05
H -1.663583 1.501108 1.005805 0.00 -0.16 -0.08
H 1.219016 -1.428003 0.794351 0.02 0.15 -0.01


Entry 7:
41
Properties=species:S:1:pos:R:3:forces:R:3 method="wB97M-V/def2-TZVPD" e_tot_ha=-1846.64807 orbital_gap_ha=0.2748 largest_force_ha_per_bohr=0.3317 e_above_lowest_kj_mol=1502.7
H -4.480339 1.705135 -2.482358 -0.24 -0.90 0.34
C -4.338960 0.908733 1.335420 1.89 6.62 8.33
C -1.500491 -3.131246 0.365965 0.47 -2.31 -11.69
C 2.870456 0.653962 -0.306805 -0.94 -4.61 -0.44
H -0.711512 -0.400575 -1.913333 0.47 1.43 1.45
C -1.980398 0.967523 -0.778090 7.13 0.72 10.56
C 4.069948 0.014353 0.027132 -4.16 16.32 -2.69
C -0.677994 0.292642 -0.957074 -10.02 -1.43 -8.07
H 1.138244 1.151169 1.712415 -0.53 0.14 0.33
O -3.208503 1.985295 1.236428 -5.47 0.11 2.49
H 1.808824 -1.541582 1.397445 -0.28 -0.06 -3.78
S 4.425027 -1.329128 0.495340 3.64 -11.98 4.14
O 0.523004 -3.250005 -1.150539 2.34 -5.90 -10.87
C -2.134283 1.461998 0.894159 4.40 -2.26 -8.11
C 1.626844 -0.249829 -0.474425 0.70 0.66 -3.42
H 3.217903 -3.368925 0.228330 -0.51 2.36 -1.65
H -1.849047 -3.352318 1.190450 -3.69 -2.17 7.99
C -0.929388 1.644642 1.551378 -4.67 2.72 6.14
C 1.791529 -1.619972 0.039184 -1.24 -1.76 6.90
H 3.240265 -2.153670 -1.226126 0.99 -0.59 -4.88
C 0.322823 0.355111 -0.243368 5.29 3.64 11.15
N 4.917376 1.176205 0.341235 2.50 -1.42 0.45
H -1.297405 -4.024202 -0.386427 -1.48 0.83 1.65
H -5.143732 1.640341 1.499688 -0.17 -0.69 1.06
O -3.022632 0.812780 -1.412910 -1.89 -8.30 -0.79
S 2.831109 2.274845 -0.826740 0.94 0.55 1.24
H -4.122459 0.225531 2.132129 0.01 -0.40 -0.11
H -2.859688 2.345354 -2.432593 -1.98 0.45 0.67
H 5.993683 1.197783 0.551435 -2.93 -0.50 -0.65
C 0.164080 1.107410 1.224662 6.70 -4.32 -6.56
C 3.084018 -2.287301 -0.263065 0.33 -1.77 5.09
C 0.593066 -2.600846 -0.230596 9.72 4.91 -2.88
H -2.049573 -2.438632 -0.245523 -1.04 0.37 0.06
O -0.306049 -2.654674 0.464192 -5.54 5.33 15.15
H -1.006624 2.048720 2.714833 0.02 -0.61 -3.05
O 5.192078 3.323343 -0.050306 2.31 4.60 0.35
H 1.473240 -0.388279 -1.570689 0.79 -0.25 -0.06
C 4.460905 2.431338 -0.002645 -1.64 -3.73 -1.62
H -4.510087 0.722848 0.461546 -1.32 -3.82 -9.62
C -3.689327 1.832640 -1.744078 1.44 1.92 -11.40
H -3.925943 2.511487 -1.165660 -2.35 6.09 6.79


Entry 8:
15
Properties=species:S:1:pos:R:3:forces:R:3 method="wB97M-V/def2-TZVPD" e_tot_ha=-345.73206 orbital_gap_ha=0.3599 largest_force_ha_per_bohr=0.0296 smiles="CCC(=O)CC=O" e_above_lowest_kj_mol=191.4
C 0.718746 1.334621 0.278661 0.68 -0.56 -0.49
C 0.267381 0.205874 1.108439 -0.44 -0.27 0.49
C -1.367221 -0.447073 -0.859170 -0.07 0.00 0.02
H -0.643105 -0.372584 -1.678684 -0.10 -0.04 0.33
O 0.885106 -0.075963 2.120929 -0.70 0.16 -0.08
C 1.745343 0.148294 -0.418245 0.07 0.84 -0.65
H -1.961502 0.473262 -0.853212 0.09 -0.14 0.06
H -2.043858 -1.269993 -1.106205 0.02 0.13 0.03
C -0.738953 -0.738084 0.509674 -0.32 -0.16 0.20
H -0.273994 -1.730970 0.534326 -0.20 0.08 0.07
H 0.079276 1.663308 -0.546819 0.12 -0.38 0.19
H -1.495617 -0.707674 1.293728 -0.39 -0.47 -0.05
O 1.658803 -0.099114 -1.585614 0.16 0.50 0.57
H 2.255408 -0.592287 0.263731 -0.06 1.12 -0.07
H 0.914183 2.208382 0.938467 1.13 -0.80 -0.63